A structure of composition CH2F3IrO. Source: the Open Molecules 2025 dataset; level of theory: ωB97M-V with the def2-TZVPD basis set.

## Properties
Relative energy (zero: lowest compared OMol25 entry of this formula, charge and spin): 170.9 kJ/mol
2S+1: 5
Electronic energy: -14100.78118 eV
Net charge: 0
Orbital gap (spin up / spin down): 0.291 / 0.288 hartree

Last column: Mulliken spin population.
Geometry (Å):
1 H -0.22 -0.85 0.46  0.013
2 Ir 1.94 -0.03 -0.82  3.757
3 O 0.80 -1.42 0.07  0.059
4 H 0.65 -2.33 -0.19  -0.003
5 C -0.45 0.88 0.01  0.140
6 F -1.71 0.34 -0.14  0.020
7 F -0.42 1.36 1.30  0.013
8 F -0.60 2.05 -0.70  0.001

***

A cluster of 2 separate species, CH2F3NO2S in total. Source: the Open Molecules 2025 dataset; level of theory: ωB97M-V with the def2-TZVPD basis set.

## Properties
Relative energy (zero: lowest compared OMol25 entry of this formula, charge and spin): 375.6 kJ/mol
2S+1: 1
Electronic energy: -25637.75691 eV
Net charge: 0
Orbital gap (spin up / spin down): 0.333 / 0.306 hartree

Last column: Löwdin charge in e.
Geometry (Å):
1 C 0.16 1.08 1.13  -0.747
2 N -0.98 -0.81 -1.00  -0.087
3 O 2.08 -0.10 -0.28  -0.521
4 O -0.38 -1.92 -1.41  -0.127
5 F -0.63 0.13 1.55  0.125
6 F 0.94 1.49 2.17  0.095
7 F -0.64 2.22 0.89  0.011
8 S 0.94 0.76 -0.56  1.013
9 H -1.21 -0.21 -1.83  0.068
10 H -0.28 -2.63 -0.66  0.171

***

A cluster of 2 separate species, CH2F3NOS in total. Source: the Open Molecules 2025 dataset; level of theory: ωB97M-V with the def2-TZVPD basis set.

## Properties
Relative energy (zero: lowest compared OMol25 entry of this formula, charge and spin): 583.1 kJ/mol
2S+1: 1
Electronic energy: -23588.51047 eV
Net charge: 0
Orbital gap (spin up / spin down): 0.239 / 0.240 hartree

Last column: Löwdin charge in e.
Geometry (Å):
1 C -1.36 -0.44 -0.62  -0.372
2 N 1.64 -0.35 -0.66  -0.111
3 O 0.26 -0.37 -2.78  -0.298
4 F -1.00 -1.39 0.25  0.054
5 F -2.23 -0.98 -1.47  0.098
6 F -0.28 2.46 -0.17  -0.574
7 S 0.43 0.09 -1.45  0.972
8 H -2.01 0.41 -0.06  0.201
9 H 1.88 -0.05 0.23  0.030

***

An isolated molecule of CH2F3NP2. Source: the Open Molecules 2025 dataset; level of theory: ωB97M-V with the def2-TZVPD basis set.

## Properties
Structure (SMILES): C=P(F)=NP(F)F
Relative energy (zero: lowest compared OMol25 entry of this formula, charge and spin): 90.1 kJ/mol
2S+1: 1
Electronic energy: -29290.34167 eV
Net charge: 0
Orbital gap: 0.347 hartree

Last column: Löwdin charge in e.
Geometry (Å):
1 C 0.79 1.93 0.45  -0.190
2 P -0.01 0.52 0.02  0.805
3 F -0.89 0.06 1.38  -0.255
4 N 0.04 -0.57 -1.05  -0.441
5 P -0.48 -2.08 -1.35  0.756
6 F -1.76 -2.12 -0.32  -0.336
7 F 0.48 -2.78 -0.16  -0.349
8 H 0.61 2.64 1.36  0.076
9 H 1.22 2.40 -0.33  -0.067

***

A structure of composition CH2F3NP2. Source: the Open Molecules 2025 dataset; level of theory: ωB97M-V with the def2-TZVPD basis set.

## Properties
Relative energy (zero: lowest compared OMol25 entry of this formula, charge and spin): 91.6 kJ/mol
2S+1: 3
Electronic energy: -29287.30355 eV
Net charge: 0
Orbital gap (spin up / spin down): 0.220 / 0.339 hartree

Last column: Mulliken spin population.
Geometry (Å):
1 C -0.31 -0.19 -0.10  1.350
2 N 0.04 -2.65 2.59  -0.013
3 F 0.26 -3.98 0.55  0.018
4 F -1.15 -0.41 2.93  0.001
5 F -2.16 -2.15 1.49  -0.006
6 P 0.84 -3.81 2.07  0.378
7 P -0.76 -1.42 1.80  0.187
8 H -0.77 -0.71 -0.91  0.041
9 H 0.73 -0.54 -0.06  0.043

***

An isolated molecule of CH2F3P. Source: the Open Molecules 2025 dataset; level of theory: ωB97M-V with the def2-TZVPD basis set.

## Properties
Structure (SMILES): FCP(F)F
Relative energy (zero: lowest compared OMol25 entry of this formula, charge and spin): 96.3 kJ/mol
2S+1: 1
Electronic energy: -18510.81560 eV
Net charge: 0
Orbital gap: 0.387 hartree

Last column: Löwdin charge in e.
Geometry (Å):
1 F -0.18 -1.67 -0.16  -0.104
2 C 0.20 -0.35 -0.36  -0.370
3 P 2.07 -0.40 -0.60  1.037
4 F 2.05 1.45 -0.14  -0.429
5 F 2.43 -0.93 0.89  -0.311
6 H 0.14 0.36 0.51  0.095
7 H -0.11 0.16 -1.30  0.082